(1)
ORCA calculation (ωB97M-V with the def2-TZVPD basis set) on a 3-piece molecular cluster, C4H12FO2S2 overall in a non-equilibrium geometry.

Computed properties:
gap between HOMO and LUMO	7.435	eV
highest occupied orbital energy	-4.409	eV
ΔE to the lowest compared entry with this formula, charge and spin	0.3310	eV
LUMO energy	3.025	eV

ORCA input file:
```
! RIJCOSX wB97M-V def2-TZVPD def2/J DEFGRID3
* xyz -1 1
S 5.9441 27.2674 19.5199
S 4.1351 26.8221 11.3966
F 4.9874 26.6022 15.7238
O 7.2501 26.6994 19.0946
O 4.2923 28.2779 11.6633
C 5.4989 25.9507 12.1752
C 5.4269 28.4713 18.2988
C 4.6497 26.0667 19.0743
C 2.8931 26.2511 12.5793
H 2.6519 27.0789 13.2415
H 4.0396 26.3481 18.2219
H 3.2554 25.4171 13.1766
H 6.1381 29.2992 18.3071
H 2.0046 25.9322 12.0313
H 5.4992 28.0068 17.2990
H 4.1534 25.8188 20.0163
H 6.4840 26.3669 11.9743
H 5.3816 26.0779 13.2654
H 4.4123 28.7906 18.5316
H 5.2274 25.1630 18.8737
H 5.4348 24.8937 11.9160
*
```

***

(2)
ORCA calculation (ωB97M-V with the def2-TZVPD basis set) on C4H12FO2S2Tl as an isolated structure in a non-equilibrium geometry.

Computed properties:
gap between HOMO and LUMO (alpha / beta)	3.562 / 3.534	eV
highest occupied orbital energy (alpha / beta)	-20.531 / -20.508	eV
ΔE to the lowest compared entry with this formula, charge and spin	2.2154	eV
LUMO energy (alpha / beta)	-16.969 / -16.975	eV

ORCA input file:
```
! RIJCOSX wB97M-V def2-TZVPD def2/J DEFGRID3
* xyz 3 2
Tl -3.2241 -0.7995 -1.6666
S 2.5096 -1.8202 -2.3610
S -1.4828 1.2561 3.1094
F -0.6919 0.3989 -0.6796
O 1.9270 -2.1349 -0.9922
O -0.1248 0.6042 3.2320
C 2.6991 -3.3955 -3.3221
C 1.0340 -1.2619 -3.3055
C -1.3786 2.7409 2.0196
C -1.7547 2.2557 4.6596
H -1.3995 3.2751 4.5087
H 1.7428 -3.8948 -3.1664
H 2.7990 -3.3205 -4.4050
H -1.2530 1.7748 5.4993
H 0.6513 -0.3351 -2.8781
H -2.3227 3.2748 2.1281
H 3.6065 -3.9136 -3.0116
H -1.3177 2.4940 0.9596
H -2.7827 2.4248 4.9801
H 0.1334 -1.8696 -3.2172
H -0.5263 3.3650 2.2881
H 1.1560 -1.1187 -4.3792
*
```

***

(3)
ORCA calculation (ωB97M-V with the def2-TZVPD basis set) on C4H12FeO14S3 as an isolated structure in a non-equilibrium geometry.

Computed properties:
gap between HOMO and LUMO (alpha / beta)	4.783 / 4.762	eV
highest occupied orbital energy (alpha / beta)	1.885 / 1.905	eV
ΔE to the lowest compared entry with this formula, charge and spin	3.0578	eV
LUMO energy (alpha / beta)	6.668 / 6.667	eV

ORCA input file:
```
! RIJCOSX wB97M-V def2-TZVPD def2/J DEFGRID3
* xyz -3 6
Fe -0.7302 -0.4524 0.0131
S -1.7521 0.2714 2.9234
S 0.0854 -1.9551 -2.7658
S -2.1130 -2.5967 0.1913
O 1.2469 -1.5395 -3.5361
O -2.0186 -3.5796 -0.8646
O -1.0544 -2.1291 -3.6683
O -2.3385 -1.2386 -0.2811
O -3.1188 -3.0058 1.2078
O -0.1846 -1.1048 -1.6400
O 1.2798 -0.5046 0.5307
O -2.1517 1.6261 3.3334
O -0.8385 -0.3454 3.8861
O -2.9090 -0.5152 2.6985
O 0.2249 -3.3100 -2.2666
O -1.0824 1.2990 -0.9339
O -1.1677 0.3921 1.5990
O -0.8244 -2.2091 0.7490
C -1.5846 2.5323 -0.5085
C 3.0807 0.2510 -0.7506
C 2.4093 0.3401 0.6177
C 1.9069 1.7878 0.8615
H -1.4181 2.6439 0.5629
H 3.9872 0.8536 -0.8081
H 1.3555 2.2412 0.0378
H 3.3076 -0.8134 -0.8111
H 1.7729 -1.3159 0.3880
H -2.6184 2.8063 -0.7192
H 1.2440 1.8518 1.7245
H 2.9221 -0.0503 1.4967
H 2.3534 0.5092 -1.5203
H 2.7409 2.4410 1.1178
H -1.0729 3.3628 -0.9948
H -0.9396 1.4559 -1.8702
*
```

***

(4)
ORCA calculation (ωB97M-V with the def2-TZVPD basis set) on a 3-piece molecular cluster, C4H12IN2 overall in a non-equilibrium geometry.

Computed properties:
gap between HOMO and LUMO	8.764	eV
highest occupied orbital energy	-12.871	eV
ΔE to the lowest compared entry with this formula, charge and spin	1.7117	eV
LUMO energy	-4.108	eV

ORCA input file:
```
! RIJCOSX wB97M-V def2-TZVPD def2/J DEFGRID3
* xyz 1 1
I 1.3630 5.3675 0.3903
N 0.9054 0.3985 1.4888
N -0.1012 1.8220 -0.1267
C -1.9156 -1.3143 -0.3112
C -0.7411 -2.0105 -0.0200
C -0.0479 -2.8252 -1.0182
C 0.6342 0.7398 0.2366
H 0.3456 0.9670 2.1475
H -0.1078 -2.6272 -2.0994
H -0.3209 -1.8446 0.9237
H 0.9984 -2.8438 -0.6341
H -0.6804 2.2986 0.5027
H -0.4469 -3.7889 -1.0645
H 2.7512 6.0899 0.4100
H -0.5311 1.7513 -1.0042
H -2.3222 -1.2988 -1.3259
H 1.0140 0.1479 -0.5959
H 1.3926 -0.5048 1.6568
H -2.1892 -0.5242 0.4437
*
```

***

(5)
ORCA calculation (ωB97M-V with the def2-TZVPD basis set) on a 2-piece molecular cluster, C4H12IN3O overall in a non-equilibrium geometry.

Computed properties:
gap between HOMO and LUMO (alpha / beta)	7.116 / 6.925	eV
highest occupied orbital energy (alpha / beta)	-7.796 / -7.756	eV
LUMO energy (alpha / beta)	-0.680 / -0.830	eV

ORCA input file:
```
! RIJCOSX wB97M-V def2-TZVPD def2/J DEFGRID3
* xyz 0 1
I 3.7434 1.9060 0.6542
O 1.1049 2.8862 -0.4798
N 0.5130 0.7765 1.0717
N 0.1997 -0.3941 0.5705
N 1.6946 1.7953 -0.2408
C -1.0906 -1.7138 -0.9353
C 1.7056 0.9019 -1.3205
C -1.1707 -0.5662 0.1318
C -1.9952 -0.9071 1.3730
H -0.0718 1.5969 1.3377
H -1.4395 -1.6374 1.8746
H -1.7457 -2.5219 -0.7026
H 1.0846 1.1836 -2.1515
H 2.7158 0.7036 -1.6627
H 1.3447 0.7284 1.5268
H -1.6812 0.2940 -0.3415
H 1.3563 -0.1693 -1.0347
H -2.1258 -0.0645 2.1684
H -1.2013 -1.3816 -1.9933
H -2.9353 -1.2888 0.9800
H -0.0054 -2.1276 -0.8259
*
```

***

(6)
ORCA calculation (ωB97M-V with the def2-TZVPD basis set) on a 2-piece molecular cluster, C4H12INSi overall in a non-equilibrium geometry.

Computed properties:
gap between HOMO and LUMO	9.174	eV
highest occupied orbital energy	-9.104	eV
ΔE to the lowest compared entry with this formula, charge and spin	2.3333	eV
LUMO energy	0.070	eV

ORCA input file:
```
! RIJCOSX wB97M-V def2-TZVPD def2/J DEFGRID3
* xyz 0 1
I -3.8976 0.4268 -1.3374
Si 0.3837 0.2191 0.1261
N -0.6136 0.0963 -1.2245
C 0.5698 2.1005 0.4916
C -0.0334 -0.9150 1.6020
C 2.2571 -0.3300 -0.3438
C -2.3087 -0.9784 -1.1109
H 2.8270 0.5156 -0.6984
H 0.0367 2.5543 -0.4221
H -2.2062 -1.5564 -1.9940
H 0.7897 -1.1400 2.1182
H -0.0807 2.4736 1.3881
H -0.5170 -0.4501 -2.1080
H 2.7352 -0.6085 0.5824
H 2.1966 -1.2357 -1.0826
H -2.4004 -1.4532 -0.1583
H 1.5262 2.4786 0.4682
H -0.6452 -1.8195 1.3254
H -0.6189 -0.3781 2.3779
*
```

***

(7)
ORCA calculation (ωB97M-V with the def2-TZVPD basis set) on C4H12InO4 as an isolated structure in a non-equilibrium geometry.

Computed properties:
gap between HOMO and LUMO (alpha / beta)	10.190 / 3.577	eV
highest occupied orbital energy (alpha / beta)	-17.962 / -17.497	eV
ΔE to the lowest compared entry with this formula, charge and spin	0.4851	eV
LUMO energy (alpha / beta)	-7.773 / -13.920	eV

ORCA input file:
```
! RIJCOSX wB97M-V def2-TZVPD def2/J DEFGRID3
* xyz 2 2
In -5.1317 -2.0028 7.4891
O -4.0352 -1.4542 10.2227
O -5.9687 -4.1140 9.4406
O -6.9470 -1.4290 9.8998
O -2.8740 -3.7384 8.5384
C -6.5536 -3.7750 10.6506
C -2.9380 -2.2981 10.6445
C -2.8078 -3.6823 9.9646
C -7.5902 -2.6223 10.4023
H -2.6065 -4.6171 8.2595
H -5.5476 -4.9645 9.5856
H -6.9769 -4.7197 10.9918
H -4.2100 -0.8134 10.9159
H -7.6877 -0.8304 10.0211
H -3.6851 -4.2115 10.3367
H -1.9878 -4.3055 10.3213
H -5.8378 -3.4408 11.4016
H -2.0494 -1.6860 10.4902
H -2.8192 -2.5477 11.6988
H -8.1519 -2.4100 11.3120
H -8.3609 -2.8548 9.6675
*
```

***

(8)
ORCA calculation (ωB97M-V with the def2-TZVPD basis set) on a 2-piece molecular cluster, C4H12N2 overall in a non-equilibrium geometry.

Computed properties:
gap between HOMO and LUMO	10.120	eV
highest occupied orbital energy	-9.266	eV
ΔE to the lowest compared entry with this formula, charge and spin	1.0203	eV
SMILES	[H]/N=C/N.CCC
LUMO energy	0.854	eV

ORCA input file:
```
! RIJCOSX wB97M-V def2-TZVPD def2/J DEFGRID3
* xyz 0 1
N -2.6435 0.8917 2.0129
N -3.7282 -0.2401 0.2667
C 1.5580 -0.8673 -0.4111
C 2.5449 -1.2583 -1.5636
C 1.7270 0.6340 0.0098
C -3.2640 0.8071 0.8208
H -2.1962 0.0284 2.3407
H 2.7685 0.9759 -0.0495
H -4.3497 -0.0663 -0.5360
H -2.2691 1.8017 2.3604
H 1.4048 0.6852 1.0536
H 1.2351 1.3147 -0.6738
H 2.3066 -0.6627 -2.4973
H 2.4763 -2.3754 -1.6126
H 3.5488 -0.9313 -1.3274
H -3.3310 1.7515 0.1798
H 1.6806 -1.5543 0.4273
H 0.5312 -0.9345 -0.8010
*
```